Entry 1:
{"formula": "C8H10ClOP", "method": "ωB97M-V/def2-TZVPD", "symbols": ["Cl", "P", "O", "C", "C", "C", "C", "C", "C", "C", "C", "H", "H", "H", "H", "H", "H", "H", "H", "H", "H"], "xyz": [[-2.898, 2.589, 0.680], [-0.869, -0.583, -0.659], [-1.468, -0.188, -1.939], [-2.885, -2.239, 0.120], [2.641, 1.298, -1.082], [1.221, 0.191, 1.044], [3.170, 1.312, 0.199], [2.456, 0.773, 1.260], [-1.605, -1.572, 0.461], [0.698, 0.177, -0.241], [1.398, 0.734, -1.303], [4.139, 1.753, 0.375], [0.658, -0.219, 1.869], [-3.656, -2.018, 0.859], [3.197, 1.725, -1.902], [-3.226, -1.892, -0.853], [2.866, 0.807, 2.259], [-2.937, 1.769, -0.307], [-2.768, -3.323, 0.084], [0.947, 0.725, -2.283], [-1.079, -1.818, 1.360]], "atomic_forces_ev_per_a": [[0.023, -0.090, -0.072], [-0.510, -0.862, 1.858], [-0.101, 0.322, -0.719], [-0.359, -0.105, -0.005], [0.088, 0.026, 0.038], [0.009, 0.067, 0.132], [-0.032, 0.010, 0.011], [0.058, -0.038, 0.054], [1.127, 0.987, -1.186], [-0.414, -0.314, -0.244], [0.002, 0.074, -0.036], [0.092, 0.054, 0.019], [-0.022, -0.045, 0.049], [-0.079, 0.015, 0.014], [0.028, 0.040, -0.074], [-0.170, -0.106, -0.025], [0.028, -0.009, 0.057], [0.015, 0.030, -0.005], [-0.033, -0.047, -0.039], [0.011, 0.009, -0.151], [0.239, -0.017, 0.324]], "lumo_energy_ev": 0.1, "total_charge": 0}

***

Entry 2:
{"formula": "C40H110N10O10", "method": "ωB97M-V/def2-TZVPD", "symbols": ["O", "O", "O", "O", "O", "O", "O", "O", "O", "O", "N", "N", "N", "N", "N", "N", "N", "N", "N", "N", "C", "C", "C", "C", "C", "C", "C", "C", "C", "C", "C", "C", "C", "C", "C", "C", "C", "C", "C", "C", "C", "C", "C", "C", "C", "C", "C", "C", "C", "C", "C", "C", "C", "C", "C", "C", "C", "C", "C", "C", "H", "H", "H", "H", "H", "H", "H", "H", "H", "H", "H", "H", "H", "H", "H", "H", "H", "H", "H", "H", "H", "H", "H", "H", "H", "H", "H", "H", "H", "H", "H", "H", "H", "H", "H", "H", "H", "H", "H", "H", "H", "H", "H", "H", "H", "H", "H", "H", "H", "H", "H", "H", "H", "H", "H", "H", "H", "H", "H", "H", "H", "H", "H", "H", "H", "H", "H", "H", "H", "H", "H", "H", "H", "H", "H", "H", "H", "H", "H", "H", "H", "H", "H", "H", "H", "H", "H", "H", "H", "H", "H", "H", "H", "H", "H", "H", "H", "H", "H", "H", "H", "H", "H", "H", "H", "H", "H", "H", "H", "H"], "xyz": [[7.737, -6.718, 2.524], [15.109, 1.160, 6.837], [12.763, -8.830, 6.713], [8.564, 3.782, 4.721], [20.670, 7.893, 10.367], [18.132, -6.390, 4.130], [13.744, 6.681, 0.711], [17.456, -1.448, -3.569], [21.726, 0.596, 7.999], [20.001, -1.618, 14.835], [11.299, 1.706, 3.474], [23.454, -1.786, 6.993], [21.444, -7.755, 4.793], [23.523, 10.233, 10.972], [14.976, -1.475, 5.807], [10.355, -4.141, 2.568], [12.256, -6.771, 8.625], [21.720, -1.574, 17.045], [12.951, 9.461, 1.023], [18.988, -2.310, -0.306], [8.943, -4.502, 2.600], [10.018, -6.539, 7.813], [16.793, -6.714, 3.912], [20.403, -6.862, 4.312], [17.398, -2.564, -4.448], [7.896, -8.135, 2.109], [19.187, -2.060, 13.775], [19.028, -7.313, 4.747], [15.112, 2.485, 7.360], [7.645, 3.790, 5.783], [14.501, 5.460, 0.707], [8.049, -3.363, 1.971], [9.594, 2.721, 2.169], [10.393, 2.864, 3.478], [9.563, 2.798, 4.772], [24.937, -1.337, 8.766], [23.711, 7.926, 10.198], [11.189, -7.441, 7.992], [18.013, -2.282, -1.411], [15.612, -1.274, 7.128], [8.856, -5.886, 2.070], [13.683, 7.318, 2.010], [11.337, 8.194, 2.201], [21.208, -2.324, 14.732], [22.266, -1.784, 15.761], [12.974, -9.753, 5.633], [23.191, 0.422, 8.006], [19.511, 7.403, 11.015], [23.509, -1.113, 8.261], [21.193, 1.662, 8.684], [20.505, -6.728, 2.786], [21.499, 8.773, 11.169], [11.660, -7.923, 6.558], [18.474, -1.390, -2.584], [16.677, -1.913, -0.765], [22.846, 9.145, 10.353], [23.579, -2.643, 15.762], [15.094, 0.042, 7.752], [12.742, 8.570, 2.106], [17.159, -1.460, 7.018], [24.183, 10.685, 10.356], [10.795, -8.410, 6.108], [24.331, -2.373, 16.504], [9.078, -7.089, 7.801], [18.287, -2.483, -5.073], [23.466, -2.796, 6.985], [10.085, 3.051, 1.253], [15.719, 0.205, 8.629], [20.851, 9.601, 11.458], [13.181, -7.020, 8.303], [21.130, 1.492, 9.759], [21.390, -6.175, 2.472], [15.624, -0.933, 5.253], [20.211, 1.808, 8.235], [6.877, 4.543, 5.607], [22.571, 9.547, 9.378], [14.089, -0.007, 8.171], [9.047, 1.840, 4.705], [21.799, 8.116, 11.985], [10.773, 9.079, 2.493], [14.632, 5.033, -0.288], [9.189, 1.710, 2.149], [10.455, -3.142, 2.675], [9.924, -5.869, 8.667], [18.803, -8.359, 4.539], [8.806, 3.473, 2.218], [10.083, -5.868, 6.956], [16.508, -2.602, 0.062], [25.195, -0.717, 9.624], [23.339, 7.212, 9.463], [15.071, 3.184, 6.524], [16.424, -6.785, 4.935], [20.579, -7.664, 2.232], [15.096, -2.006, 7.749], [9.755, -6.461, 2.294], [21.057, -8.376, 5.489], [12.982, -9.218, 4.683], [19.708, 7.029, 12.020], [8.860, -5.754, 0.988], [23.623, 0.757, 7.063], [21.672, -2.501, 17.443], [24.179, -2.655, 14.852], [10.956, 7.674, 1.322], [11.741, 1.655, 2.568], [19.662, -1.611, 12.903], [18.816, -7.284, 5.816], [18.816, 8.181, 11.329], [12.096, 1.905, 4.062], [15.867, 2.529, 8.144], [25.034, -2.355, 9.143], [11.098, 7.613, 3.092], [16.748, -7.616, 3.300], [24.691, 8.141, 9.772], [11.107, -8.315, 8.638], [18.248, -1.505, 13.773], [21.088, -3.394, 14.902], [23.256, -3.669, 15.937], [10.851, -4.516, 3.364], [7.720, -8.183, 1.034], [11.748, -7.113, 5.834], [7.039, -3.771, 1.919], [12.215, -7.192, 9.542], [19.874, -2.612, -0.685], [12.167, -10.486, 5.597], [22.743, -1.402, 8.980], [17.306, -2.435, 6.553], [17.473, -0.652, 6.357], [14.181, 2.558, 7.922], [10.068, 2.674, 5.729], [8.330, -3.058, 0.964], [20.726, -1.461, 16.901], [14.622, 7.494, 2.535], [17.554, -3.465, -3.854], [18.713, -2.960, 0.416], [16.476, -2.805, -4.978], [13.864, -10.372, 5.754], [12.517, 8.988, 0.243], [17.858, -3.310, -1.737], [20.667, -5.967, 4.874], [15.495, 5.812, 0.983], [8.185, 4.192, 6.640], [14.127, 4.737, 1.432], [16.830, -0.973, -0.236], [17.658, -1.327, 7.978], [21.578, -2.229, 13.711], [19.019, 6.559, 10.532], [8.097, -2.465, 2.587], [21.748, 2.582, 8.503], [10.852, 3.852, 3.433], [16.285, -5.885, 3.420], [23.561, 1.118, 8.759], [23.983, 7.476, 11.152], [13.188, 6.586, 2.647], [21.759, -8.433, 4.113], [22.510, -0.767, 15.452], [12.949, 9.137, 3.014], [19.669, -6.127, 2.428], [7.177, 2.823, 5.969], [8.653, -4.404, 3.646], [13.919, 9.451, 0.735], [14.117, -0.949, 5.875], [8.873, -8.558, 2.341], [22.604, -1.555, 6.499], [22.769, 10.893, 11.100], [25.723, -1.131, 8.040], [18.974, -3.107, 13.562], [15.776, -1.989, -1.374], [19.410, -1.790, -2.972], [18.661, -0.415, -2.134], [7.193, -8.642, 2.769]], "atomic_forces_ev_per_a": [[1.275, -0.218, -0.619], [0.826, -0.948, -0.728], [0.115, 0.242, -0.463], [-0.011, 0.725, -0.445], [0.015, -0.003, -0.669], [1.276, 0.807, -0.778], [-0.307, 0.672, 0.089], [-1.287, 1.487, -0.401], [1.805, -1.737, -1.135], [-0.343, -1.239, 0.570], [0.729, 0.586, 0.343], [-0.858, -0.076, -1.343], [0.475, -1.336, 0.483], [-0.060, 0.854, 1.730], [1.151, 0.061, 0.527], [0.613, 0.521, -0.601], [1.649, 1.325, 1.785], [-0.851, -1.344, 1.531], [-0.150, 0.636, -1.575], [0.362, 0.689, -0.737], [-0.463, 2.259, 1.587], [-1.407, 0.338, 0.879], [0.545, -0.158, 1.086], [0.887, -0.617, -0.123], [2.013, -0.731, 1.424], [-0.324, 2.094, 0.878], [-0.585, 2.186, -1.400], [-1.691, 0.571, -0.209], [-1.202, -1.958, 1.057], [0.597, 0.764, 0.292], [0.709, 1.619, 0.565], [0.591, -1.374, -0.212], [-1.072, 1.060, 1.174], [0.236, -0.183, -0.469], [-1.511, -1.370, -1.258], [-0.047, 0.289, 1.119], [0.933, -0.395, -0.459], [1.300, -1.239, -3.007], [-0.559, -0.919, 0.916], [-1.278, 0.021, 0.236], [-0.927, -1.805, -0.579], [-1.343, -1.158, 0.789], [-2.089, -0.135, 1.011], [1.802, 0.121, 0.705], [1.193, 0.790, -2.593], [-0.915, 0.400, 0.210], [-1.220, -0.456, 0.577], [0.383, 0.338, 1.582], [0.853, 1.846, -0.199], [-0.201, 0.824, -0.195], [0.058, 1.124, 0.092], [0.539, -1.453, -1.393], [-1.183, -1.187, 1.076], [-0.747, -2.063, 0.884], [0.388, 0.140, 0.560], [-1.921, -0.815, -0.662], [-0.866, -0.012, 0.010], [0.848, 1.255, 0.166], [2.220, -0.941, 0.300], [-1.980, 0.655, 0.031], [0.126, -0.211, -0.162], [-0.205, -0.793, 0.123], [-0.528, 0.244, 0.445], [-0.073, -0.061, -0.402], [-0.280, -0.204, -0.728], [0.272, -0.107, 0.620], [0.736, -0.627, 0.169], [0.362, 0.543, 0.188], [0.473, 0.427, 0.271], [-0.028, -0.167, -0.467], [-0.101, -0.031, 0.206], [0.242, 0.056, 0.361], [-0.493, 0.231, -1.025], [-0.214, 0.099, 0.406], [-0.060, -0.185, -0.493], [-0.665, -0.808, -0.500], [-0.363, -0.543, -0.247], [-0.182, -0.553, -0.087], [0.149, 0.647, 0.704], [-0.331, 0.316, -0.946], [-0.722, 0.213, -0.045], [-0.078, 0.092, -0.453], [-0.020, 0.216, -0.190], [0.147, -0.027, 0.164], [0.077, -0.264, -0.928], [-0.562, -0.331, 0.125], [0.174, -0.262, -0.220], [0.046, -0.350, 0.015], [-0.269, 0.186, 0.193], [-0.542, -0.197, 0.484], [0.634, -0.023, 0.303], [-1.157, -0.693, -0.186], [-0.395, -0.306, 0.356], [0.698, -0.432, 0.496], [0.290, 0.276, 0.242], [0.016, 0.107, 0.635], [0.249, -0.043, -0.145], [0.832, -0.492, 0.266], [-0.235, -0.411, -0.437], [-0.189, -0.174, -0.282], [0.364, -0.441, 0.882], [-0.581, 0.228, -0.448], [-0.165, 0.199, -0.030], [-0.188, -0.172, -0.399], [0.107, -0.509, -0.703], [0.607, 0.351, 0.516], [-0.439, 0.463, -0.916], [0.130, -0.142, 0.585], [0.626, 0.795, -0.470], [0.112, -0.183, -0.286], [0.481, -0.700, -0.098], [-0.535, -0.247, 0.176], [0.117, 0.680, -0.078], [-1.492, -0.529, -0.713], [-0.205, -0.215, 0.642], [-0.370, -0.326, 0.187], [0.249, -0.252, 0.174], [-0.014, -0.353, 0.055], [-0.274, -0.418, 0.096], [1.155, 0.530, 0.269], [-0.150, 0.318, 0.124], [0.634, 0.792, 0.576], [0.269, -0.115, 0.227], [-0.409, 0.053, -0.021], [0.089, -0.329, 0.274], [0.394, 0.113, 0.156], [0.417, -0.123, -0.138], [-0.405, 0.585, 0.078], [0.710, 0.864, 0.038], [0.245, -0.265, -0.132], [-0.431, 0.892, 0.017], [0.683, 0.186, -0.772], [0.114, -0.341, 0.100], [-0.065, -0.074, -0.038], [-0.136, 1.246, 0.037], [0.290, 0.646, 0.334], [-0.300, 0.249, -0.567], [0.166, -0.162, -0.691], [-0.614, 0.710, -0.689], [0.432, -0.660, 0.358], [-0.116, -0.491, 0.667], [-0.102, -0.091, -0.044], [-0.485, 0.444, -0.381], [0.002, -0.298, -0.077], [0.328, 0.110, -0.191], [0.247, 0.478, -0.697], [-0.154, -0.163, 0.172], [0.172, 0.234, 0.080], [0.561, 0.104, 0.139], [0.237, -0.012, -0.073], [0.342, -0.428, 0.420], [-0.483, -0.228, 0.098], [0.002, -0.315, 0.386], [0.015, 0.216, -0.603], [0.257, 0.058, -0.640], [0.591, -0.369, 0.354], [-0.055, -0.290, -0.109], [0.110, -0.148, 0.075], [-0.503, -0.839, 0.290], [0.378, 0.255, 0.234], [-0.243, 0.059, -0.581], [0.343, 0.366, 0.000], [-0.187, 0.203, -0.102], [0.294, 0.713, 0.401], [-0.375, -0.166, -0.349], [0.462, -0.288, 0.800], [0.316, 0.465, -0.261], [0.293, 0.058, -0.152], [-0.410, 0.427, -0.760], [-0.270, -0.193, -0.649]], "lumo_energy_ev": 0.3, "total_charge": 0}

***

Entry 3:
{"formula": "C3H10N2", "method": "ωB97M-V/def2-TZVPD", "symbols": ["N", "N", "C", "C", "C", "H", "H", "H", "H", "H", "H", "H", "H", "H", "H"], "xyz": [[1.737, -3.660, -1.349], [-2.855, 4.512, 0.417], [-2.475, 5.683, 0.894], [1.011, -2.495, -0.762], [1.582, -2.135, 0.637], [1.155, -1.655, -1.451], [-3.857, 4.459, 0.628], [1.541, -1.044, 0.656], [-2.820, 6.153, 1.815], [-1.453, 6.007, 0.595], [1.192, -2.657, 1.502], [-0.071, -2.584, -0.703], [1.439, -3.632, -2.322], [2.614, -2.455, 0.455], [1.262, -4.498, -1.011]], "atomic_forces_ev_per_a": [[-1.424, 0.262, -0.087], [-1.388, -1.453, -0.657], [1.899, 1.992, -0.090], [0.110, 0.133, 0.631], [0.796, 0.109, -2.220], [0.282, -0.047, 0.272], [0.119, -0.565, 0.075], [-0.011, -0.185, 0.865], [-0.258, 0.069, 0.238], [-0.366, -0.057, 0.429], [-0.364, 0.104, -0.023], [-0.290, -0.466, -0.111], [0.378, -0.243, -0.207], [0.184, 0.362, 0.758], [0.333, -0.015, 0.127]], "lumo_energy_ev": [2.9, 2.8], "total_charge": -1, "spin_multiplicity": 2}

***

Entry 4:
{"formula": "C4H12N2O2", "method": "ωB97M-V/def2-TZVPD", "symbols": ["O", "O", "N", "N", "C", "C", "C", "C", "H", "H", "H", "H", "H", "H", "H", "H", "H", "H", "H", "H"], "xyz": [[-2.374, -1.676, -0.418], [-2.749, 0.376, 0.588], [-0.282, -0.085, -0.926], [0.495, -1.859, 0.380], [-2.182, -0.301, -0.498], [0.275, -0.512, 0.226], [2.033, 0.520, -0.288], [1.966, 1.914, 0.270], [0.060, -0.030, 1.185], [-0.233, 0.913, -1.080], [1.621, 1.914, 1.310], [-3.323, -1.872, -0.355], [2.944, 2.411, 0.274], [1.278, 2.543, -0.299], [2.687, -0.161, 0.249], [-2.621, 0.142, -1.397], [2.231, 0.454, -1.354], [0.415, -2.410, -0.465], [0.117, -2.301, 1.202], [-2.358, 0.019, 1.396]], "atomic_forces_ev_per_a": [[0.358, 0.125, 0.093], [1.186, -0.299, -0.547], [-5.986, -0.948, -0.357], [0.148, -0.821, -0.073], [1.084, 0.535, -1.632], [4.665, 2.260, 0.189], [-1.490, -1.684, 1.720], [0.060, 0.035, 0.143], [-0.064, 0.150, 0.023], [-0.032, 0.106, 0.380], [0.019, -0.033, -0.061], [0.239, 0.276, -0.002], [-0.107, 0.021, -0.102], [0.026, 0.076, -0.024], [0.297, 0.176, 0.056], [0.099, -0.044, 0.176], [-0.361, -0.083, -0.123], [-0.126, 0.125, 0.163], [-0.001, 0.054, -0.135], [-0.012, -0.026, 0.111]], "lumo_energy_ev": 0.6, "total_charge": 0}

***

Entry 5:
{"formula": "C4H7NO2", "method": "ωB97M-V/def2-TZVPD", "symbols": ["O", "O", "N", "C", "C", "C", "C", "H", "H", "H", "H", "H", "H", "H"], "xyz": [[1.722, -1.375, -0.538], [-1.037, 0.862, -0.347], [0.698, 0.020, -2.035], [0.411, 0.136, 1.589], [-0.175, -0.180, 0.223], [-2.302, 0.894, -0.039], [0.870, -0.551, -0.819], [-0.826, -1.053, 0.304], [1.179, 0.914, 1.549], [0.872, -0.784, 1.969], [0.010, 0.743, -2.182], [-2.375, 0.164, 0.818], [1.333, -0.223, -2.777], [-0.380, 0.433, 2.286]], "atomic_forces_ev_per_a": [[-0.198, 0.364, -0.224], [-0.252, 0.105, 0.109], [0.175, -0.012, -0.005], [-0.029, 0.074, -0.075], [-0.041, -0.254, 0.094], [0.646, 0.093, 0.471], [0.093, -0.220, -0.031], [0.071, -0.088, 0.068], [-0.174, -0.076, -0.058], [-0.063, 0.260, -0.135], [0.146, -0.184, 0.071], [-0.489, -0.036, -0.213], [0.013, -0.003, 0.091], [0.101, -0.023, -0.161]], "lumo_energy_ev": 0.3, "total_charge": 0}

***

Max |F| per entry: 2.1, 3.5, 2.8, 6.1, 0.8 eV Å⁻¹
Energy relative to the best compared isomer or geometry (same formula, charge and spin) per entry: 173.38, 748.65, 161.23, 511.51, 327.56 kJ/mol